# 1
{
  "formula": "CH4NO2P",
  "method": "wB97M-V/def2-TZVPD",
  "elements": ["N", "P", "O", "H", "H", "C", "O", "H", "H"],
  "positions_angstrom": [[1.064, -0.902, 0.888], [0.108, -1.750, -0.283], [-1.204, -1.784, 0.375], [0.727, -0.586, 1.784], [1.985, -0.590, 0.672], [-0.627, 1.387, -0.752], [0.090, 0.579, -1.196], [-1.729, 1.178, -0.937], [-0.413, 2.469, -0.551]],
  "relative_energy_kcal_mol": 31.5,
  "lumo_energy_ev": 0.19,
  "smiles": "NP=O.C=O"
}

# 2
{
  "formula": "CH4NO2PS",
  "method": "wB97M-V/def2-TZVPD",
  "elements": ["C", "N", "O", "O", "P", "S", "H", "H", "H", "H"],
  "positions_angstrom": [[2.026, 0.005, 0.488], [0.917, 0.294, -0.205], [-1.489, 1.301, -0.224], [-0.976, -1.023, -0.539], [-0.525, 0.165, 0.506], [3.515, -0.121, -0.109], [1.737, -0.185, 1.438], [0.872, 0.368, -1.495], [-1.657, 2.207, 0.211], [-1.940, -1.066, -0.714]],
  "relative_energy_kcal_mol": 22.1,
  "lumo_energy_ev": 0.48
}

# 3
{
  "formula": "CH4NO2S",
  "method": "wB97M-V/def2-TZVPD",
  "elements": ["C", "N", "O", "O", "S", "H", "H", "H", "H"],
  "positions_angstrom": [[0.645, -0.134, 0.263], [-0.827, -0.115, -0.142], [3.692, -1.100, 0.548], [3.720, 1.325, 0.011], [3.284, -0.073, -0.374], [1.055, 0.752, 0.803], [0.795, -1.019, 0.979], [-0.764, -0.874, -0.762], [-1.288, 0.722, -0.289]],
  "relative_energy_kcal_mol": 105.6,
  "charge": -1,
  "lumo_energy_ev": [4.13, 4.09]
}

# 4
{
  "formula": "CH4NO2S",
  "method": "wB97M-V/def2-TZVPD",
  "elements": ["C", "N", "O", "O", "S", "H", "H", "H", "H"],
  "positions_angstrom": [[-0.235, -1.600, -0.777], [-0.072, 0.179, 0.507], [0.602, -2.410, -0.212], [-0.456, -0.909, -1.813], [-1.170, -2.742, 0.034], [-0.179, 1.083, 0.090], [0.573, 0.210, 1.301], [-0.872, 0.004, 1.117], [0.221, -0.247, -2.097]],
  "relative_energy_kcal_mol": 22.5,
  "charge": 1,
  "lumo_energy_ev": -6.24
}